64
Properties=species:S:1:pos:R:3:nbo_charge:R:1 method="wB97M-V/def2-TZVPD" multiplicity=1 total_charge=+2 e_homo_ev="-13.407 / -13.407" energy_ev=-60767.4674
Ir -0.365 0.338 -0.282 0.744
C -4.150 -2.586 -0.231 -0.653
C -3.948 -1.723 0.962 0.194
N -4.872 -1.590 1.853 -0.356
C -4.782 -0.812 2.923 0.004
C -3.668 -0.031 3.147 -0.004
C -3.597 0.866 4.370 -0.099
O -3.416 2.218 4.002 -0.740
C -2.585 -0.116 2.233 -0.236
C -1.436 0.683 2.425 0.194
N -0.265 0.569 1.805 -0.531
C 0.844 1.122 2.416 0.156
C 0.859 1.325 3.812 -0.224
C 1.926 1.922 4.446 -0.165
C 3.051 2.300 3.728 -0.175
C 3.110 2.034 2.368 -0.226
C 2.029 1.449 1.737 -0.171
I 2.217 1.051 -0.364 0.443
C -2.678 -1.030 1.119 0.407
O -1.768 -1.213 0.262 -0.695
H -5.203 -2.830 -0.337 0.256
H -3.582 -3.509 -0.115 0.240
H -3.785 -2.088 -1.129 0.212
H -5.613 -0.835 3.612 0.217
H -2.732 0.585 4.984 0.188
H -4.495 0.726 4.975 0.208
H -4.263 2.674 3.979 0.493
H -1.554 1.492 3.140 0.243
H 0.023 0.983 4.401 0.231
H 1.883 2.081 5.511 0.247
H 3.891 2.770 4.214 0.249
H 4.000 2.278 1.808 0.242
C -4.210 2.457 -0.169 -0.633
C -3.134 3.482 0.142 -0.689
Sb -1.265 2.992 -0.904 1.396
C -1.651 3.445 -3.016 -0.667
C -2.270 4.804 -3.259 -0.638
C 0.223 4.505 -0.294 -0.680
C -0.395 5.857 -0.021 -0.635
H -5.112 2.685 0.398 0.245
H -3.888 1.449 0.102 0.209
H -4.467 2.463 -1.228 0.217
H -2.909 3.502 1.209 0.242
H -3.441 4.476 -0.173 0.247
H -2.298 2.644 -3.371 0.238
H -0.682 3.362 -3.506 0.235
H -3.210 4.928 -2.726 0.218
H -2.481 4.894 -4.324 0.253
H -1.596 5.613 -2.989 0.219
H 0.951 4.547 -1.104 0.237
H 0.725 4.119 0.594 0.233
H -0.854 6.274 -0.913 0.217
H 0.380 6.549 0.306 0.250
H -1.144 5.797 0.765 0.217
C 0.336 -0.399 -4.765 -0.798
S -1.031 -0.658 -3.595 1.275
C -0.454 -2.237 -2.904 -0.804
O -0.755 0.336 -2.468 -1.026
H 1.294 -0.593 -4.292 0.241
H 0.305 0.625 -5.130 0.256
H 0.178 -1.072 -5.601 0.263
H -0.425 -2.994 -3.682 0.266
H -1.159 -2.539 -2.135 0.264
H 0.530 -2.096 -2.464 0.239

59
Properties=species:S:1:pos:R:3:nbo_charge:R:1 method="wB97M-V/def2-TZVPD" multiplicity=3 s2=2.027 total_charge=+1 de_lowest_kj_mol=138.7 e_homo_ev="-9.884 / -9.702" energy_ev=-39011.7496
C 1.258 -2.401 0.600 -0.063
C 2.212 -1.703 -0.210 -0.044
C 1.672 -1.591 -1.537 -0.052
C 0.336 -2.140 -1.530 -0.095
C 0.084 -2.644 -0.194 -0.040
Mo 0.353 -0.432 -0.138 0.488
C -1.864 2.000 -0.357 -0.129
C -1.590 0.909 0.694 -0.246
H -1.494 1.300 1.726 0.220
C -1.837 -0.470 0.505 -0.505
H -2.375 -0.798 -0.402 0.220
H -1.902 -1.201 1.336 0.223
C -2.612 3.159 0.337 -0.591
H -1.958 3.579 1.112 0.205
H -2.815 3.934 -0.401 0.214
H -3.514 2.746 0.759 0.225
C -2.764 1.507 -1.545 -0.589
H -2.252 0.715 -2.101 0.215
H -3.726 1.195 -1.135 0.232
H -2.877 2.338 -2.253 0.224
C 3.614 -1.366 0.166 -0.638
H 3.735 -1.338 1.253 0.233
H 4.343 -2.087 -0.233 0.236
H 3.877 -0.389 -0.251 0.229
C 2.498 -1.241 -2.730 -0.640
H 2.782 -0.184 -2.688 0.225
H 3.436 -1.817 -2.792 0.240
H 1.935 -1.440 -3.647 0.226
C -0.590 -2.216 -2.699 -0.628
H -0.527 -1.309 -3.315 0.219
H -0.356 -3.072 -3.348 0.237
H -1.630 -2.307 -2.366 0.227
C -1.097 -3.457 0.226 -0.631
H -1.984 -3.154 -0.338 0.227
H -0.934 -4.526 0.031 0.237
H -1.313 -3.374 1.300 0.212
C 1.554 -2.965 1.949 -0.647
H 0.642 -3.344 2.424 0.213
H 2.247 -3.819 1.885 0.248
H 2.040 -2.226 2.601 0.228
C 0.311 1.480 -1.351 -0.452
C -0.667 2.511 -0.935 0.062
C 0.708 1.513 -2.700 -0.078
C -0.569 3.745 -1.715 -0.207
H 0.485 2.076 -0.430 0.392
C 0.611 2.642 -3.497 -0.213
H 0.942 0.583 -3.159 0.213
C 0.065 3.813 -2.950 -0.161
H -1.016 4.586 -1.191 0.229
H 1.033 2.608 -4.505 0.238
H 0.134 4.778 -3.456 0.241
N 0.141 1.836 3.691 -0.772
C 0.465 0.646 3.134 0.373
N -0.266 -0.429 3.505 -0.774
S 1.596 0.660 1.835 -0.125
H -0.345 1.915 4.572 0.405
H 0.689 2.643 3.396 0.431
H -0.005 -1.361 3.180 0.432
H -0.762 -0.386 4.378 0.404

60
Properties=species:S:1:pos:R:3:nbo_charge:R:1 method="wB97M-V/def2-TZVPD" multiplicity=1 smiles="Cc1ccc(CN2C(=O)CC[C@@H]2C(=O)NCCCN2CCCC[C@@H]2C)cc1" de_lowest_kj_mol=22.4 e_homo_ev=-8.419 energy_ev=-31916.8788
C -1.009 -4.602 -0.364 -0.630
C -1.599 -3.252 -0.634 -0.036
C -1.009 -2.386 -1.548 -0.165
C -1.560 -1.144 -1.801 -0.232
C -2.718 -0.739 -1.147 -0.064
C -3.258 0.649 -1.376 -0.241
N -2.547 1.633 -0.585 -0.437
C -1.554 2.407 -1.080 0.684
O -1.131 2.363 -2.214 -0.624
C -1.066 3.309 0.046 -0.509
C -2.132 3.164 1.130 -0.393
C -2.771 1.794 0.831 -0.115
C -2.096 0.719 1.705 0.671
O -2.528 0.440 2.803 -0.632
N -0.970 0.210 1.181 -0.634
C -0.147 -0.771 1.848 -0.214
C 1.331 -0.446 1.647 -0.439
C 1.796 -0.781 0.216 -0.198
N 3.059 -0.210 -0.204 -0.458
C 2.988 1.227 -0.397 -0.217
C 4.193 1.717 -1.191 -0.400
C 5.466 1.373 -0.432 -0.395
C 5.486 -0.126 -0.168 -0.396
C 4.229 -0.585 0.583 -0.041
C 4.312 -2.095 0.800 -0.614
C -3.312 -1.602 -0.237 -0.146
C -2.759 -2.844 0.014 -0.226
H -1.144 -4.883 0.679 0.218
H -1.505 -5.354 -0.978 0.224
H 0.052 -4.619 -0.602 0.216
H -0.108 -2.686 -2.063 0.206
H -1.090 -0.475 -2.508 0.230
H -4.320 0.698 -1.118 0.206
H -3.121 0.940 -2.421 0.243
H -0.946 4.330 -0.312 0.240
H -0.089 2.954 0.379 0.232
H -1.726 3.203 2.139 0.230
H -2.882 3.950 1.031 0.217
H -3.841 1.779 1.063 0.223
H -0.734 0.421 0.224 0.407
H -0.419 -0.739 2.906 0.233
H -0.368 -1.773 1.460 0.194
H 1.921 -1.012 2.369 0.208
H 1.486 0.616 1.849 0.204
H 1.851 -1.866 0.106 0.198
H 1.049 -0.428 -0.501 0.188
H 2.072 1.453 -0.950 0.205
H 2.955 1.774 0.564 0.155
H 4.201 1.223 -2.163 0.204
H 4.112 2.794 -1.351 0.207
H 6.348 1.668 -1.004 0.208
H 5.485 1.915 0.518 0.192
H 5.528 -0.658 -1.120 0.202
H 6.369 -0.394 0.415 0.204
H 4.214 -0.083 1.572 0.160
H 3.546 -2.453 1.481 0.204
H 4.210 -2.610 -0.152 0.212
H 5.281 -2.344 1.225 0.215
H -4.209 -1.300 0.284 0.206
H -3.230 -3.503 0.728 0.213

no.,F_max (Eh/bohr)
1,0.07061
2,0.11535
3,0.01008